(1)
Molecular formula: C22H13Br2FO6
Method: DFT, wB97M-V/def2-TZVPD

Properties
Gap between HOMO and LUMO = 7.64 eV
SMILES = O=C(O)c1cc2c(Br)c(Oc3ccc(O)c([C@H](O)c4ccc(F)cc4)c3)c(Br)cc2o1

Each line ends with the Mulliken charge.
CARTESIAN COORDINATES (ANGSTROEM)
O  5.655  -6.690  -0.712  -0.538
F  -6.245  3.945  -1.854  -0.317
Br  -1.883  -3.506  -0.095  -0.144
Br  2.791  -0.429  -1.555  -0.175
O  6.639  -4.862  -1.586  -0.439
O  -0.212  -1.036  -0.691  -0.478
O  3.096  -5.456  -0.542  -0.450
O  -0.215  2.683  3.349  -0.703
O  -1.300  4.450  1.798  -0.652
C  5.573  -5.541  -1.074  0.169
C  4.285  -4.834  -0.913  0.403
C  4.104  -3.487  -1.136  -0.869
C  -3.935  4.478  -1.776  -0.442
C  -4.876  3.001  -0.121  -0.558
C  0.143  -0.465  1.646  -0.061
C  0.815  -4.561  -0.252  -0.681
C  0.213  0.504  2.619  -1.173
C  -2.671  4.409  -1.198  -0.475
C  -3.613  2.879  0.492  -0.339
C  -0.669  1.151  0.077  -0.796
C  -5.034  3.777  -1.259  0.312
C  0.021  -3.393  -0.279  -0.064
C  1.937  -2.066  -0.918  -0.176
C  -0.195  -0.148  0.352  0.331
C  0.574  -2.150  -0.564  0.515
C  2.169  -4.471  -0.511  -0.020
C  -0.261  1.768  2.369  0.769
C  2.717  -3.230  -0.803  1.436
C  -2.481  3.567  -0.052  -0.088
C  -0.723  2.142  1.092  -0.230
C  -1.163  3.542  0.692  0.606
H  7.330  -5.537  -1.571  0.346
H  -0.507  3.544  3.002  0.397
H  -1.666  5.274  1.448  0.376
H  4.847  -2.789  -1.495  0.447
H  -4.114  5.100  -2.631  0.427
H  -5.715  2.486  0.318  0.427
H  0.450  -1.497  1.919  0.420
H  0.347  -5.528  -0.062  0.454
H  0.564  0.361  3.643  0.398
H  -1.855  4.992  -1.605  0.380
H  -3.490  2.280  1.367  0.502
H  -1.059  1.370  -0.936  0.387
H  -0.391  3.974  0.010  0.367

(2)
Molecular formula: C8H16Br8
Method: DFT, wB97M-V/def2-TZVPD

Properties
Gap between HOMO and LUMO = 10.40 eV
SMILES = BrCCBr.BrCCBr.BrCCBr.BrCCBr

Each line ends with the Mulliken charge.
CARTESIAN COORDINATES (ANGSTROEM)
Br  2.335  3.349  0.698  -0.182
C  2.835  3.110  -1.161  -0.547
C  2.267  1.816  -1.639  -0.493
Br  2.992  1.364  -3.388  -0.162
H  3.921  3.112  -1.220  0.387
H  2.478  3.961  -1.733  0.387
H  1.190  1.866  -1.775  0.408
H  2.505  0.991  -0.975  0.170
Br  2.526  -2.075  -2.219  -0.167
C  0.916  -1.886  -3.289  -0.322
C  1.105  -2.651  -4.581  -0.624
Br  -0.549  -2.681  -5.560  -0.172
H  0.779  -0.821  -3.440  0.324
H  0.112  -2.323  -2.706  0.171
H  1.340  -3.688  -4.359  0.369
H  1.909  -2.234  -5.180  0.402
Br  -3.656  0.457  2.594  -0.174
C  -3.234  2.078  3.593  -0.547
C  -2.475  1.677  4.832  -0.582
Br  -2.217  3.245  5.954  -0.158
H  -4.169  2.579  3.810  0.392
H  -2.621  2.647  2.903  0.353
H  -1.481  1.325  4.581  0.318
H  -3.028  0.953  5.418  0.395
Br  0.708  -0.311  1.099  -0.081
C  -0.540  -1.620  1.742  -0.148
C  -0.911  -2.645  0.694  -0.643
Br  -1.852  -1.850  -0.805  -0.157
H  -1.425  -1.097  2.093  -0.061
H  -0.108  -2.160  2.584  0.351
H  -1.625  -3.344  1.120  0.399
H  -0.026  -3.146  0.316  0.396

(3)
Molecular formula: C13H24N3O8
Method: DFT, wB97M-V/def2-TZVPD

Properties
Gap between HOMO and LUMO = 7.40 eV
Net charge = -1

Each line ends with the Mulliken charge.
CARTESIAN COORDINATES (ANGSTROEM)
O  4.392  -2.738  1.874  -0.708
O  -1.067  0.176  0.072  -0.711
O  -1.011  -4.619  1.751  -0.688
O  -0.147  1.719  1.343  -0.849
O  -4.352  4.712  -2.178  -0.548
O  -1.865  3.931  -1.273  -0.260
O  -0.729  1.878  -4.749  -0.583
O  -1.930  4.407  -4.956  -0.601
C  3.291  -2.632  2.390  0.704
C  -0.324  0.525  1.015  0.367
C  0.164  -4.486  2.072  0.043
N  0.854  -5.616  2.285  -0.135
N  -0.744  3.059  -1.223  -0.400
N  2.204  -3.017  1.725  -0.002
C  3.176  -2.107  3.807  -0.968
C  2.221  -5.798  2.772  -0.721
C  -3.212  5.531  -2.455  -0.595
C  0.464  -0.551  1.779  -0.280
C  -0.718  2.058  -2.299  -0.795
C  -1.949  4.668  -2.504  0.010
C  -0.722  2.797  -3.640  0.179
C  -1.958  3.705  -3.707  -0.091
C  -0.027  -1.984  1.496  -0.789
C  0.807  -3.074  2.202  0.342
H  -4.094  4.059  -1.498  0.368
H  -0.080  1.171  -4.589  0.354
H  -1.814  3.740  -5.657  0.376
H  0.311  -6.448  2.114  0.278
H  -0.677  2.587  -0.298  0.399
H  2.367  -3.278  0.766  0.244
H  2.774  -2.882  4.456  0.264
H  2.526  -1.234  3.815  0.246
H  4.166  -1.817  4.154  0.329
H  2.374  -6.836  3.066  0.347
H  2.934  -5.553  1.983  0.256
H  2.404  -5.159  3.637  0.191
H  -3.101  6.280  -1.665  0.293
H  -3.349  6.062  -3.402  0.358
H  0.384  -0.367  2.854  0.153
H  1.516  -0.464  1.500  0.169
H  0.177  1.436  -2.201  0.440
H  -1.594  1.405  -2.219  0.321
H  -1.076  5.322  -2.586  0.372
H  0.177  3.420  -3.687  0.188
H  -2.859  3.084  -3.663  0.252
H  0.003  -2.173  0.421  0.320
H  -1.062  -2.050  1.834  0.266
H  0.774  -2.847  3.265  0.293

(4)
Molecular formula: C3H33N2O12S
Method: DFT, wB97M-V/def2-TZVPD

Properties
Gap between HOMO and LUMO = 7.07 eV
Net charge = -1

Each line ends with the Mulliken charge.
CARTESIAN COORDINATES (ANGSTROEM)
N  2.141  -1.029  -0.606  -0.456
C  0.795  -0.643  -1.026  0.569
C  0.693  0.258  -2.272  -0.836
S  -0.631  1.517  -2.482  -0.598
C  0.071  -0.100  0.256  0.473
N  -1.339  -0.424  0.400  0.292
H  2.694  -1.344  -1.407  0.280
H  2.770  -0.323  -0.237  0.130
H  0.365  -1.632  -1.308  -0.129
H  1.598  0.809  -2.461  0.399
H  0.553  -0.448  -3.111  0.193
H  0.569  -0.659  1.050  -0.770
H  0.308  0.954  0.224  0.104
H  -1.724  -1.243  -0.032  -0.150
H  -2.001  0.338  0.322  0.233
H  4.886  1.145  1.522  0.279
H  3.887  1.626  0.429  0.379
O  4.535  0.939  0.664  -0.667
H  -3.282  -3.220  0.653  0.306
H  -2.858  -2.348  1.749  0.366
O  -3.641  -2.520  1.205  -0.661
H  -4.372  0.770  -1.999  0.235
H  -2.809  0.770  -2.601  0.239
O  -3.563  0.338  -2.164  -0.613
H  -0.294  1.343  2.329  0.386
H  -0.468  2.818  2.641  0.329
O  -0.167  1.987  3.037  -0.719
H  -1.572  3.796  0.806  0.259
H  -1.026  2.754  -0.212  0.140
O  -1.274  2.884  0.723  -0.591
H  -0.486  -1.741  3.280  0.367
H  -1.570  -0.817  2.847  0.323
O  -1.447  -1.651  3.331  -0.746
H  0.645  3.363  -1.469  0.264
H  1.527  4.640  -1.151  0.257
O  0.778  4.122  -0.847  -0.708
H  2.399  -2.176  3.685  0.302
H  2.171  -1.381  4.939  0.256
O  1.915  -1.425  4.024  -0.581
H  1.828  2.523  1.623  0.325
H  2.055  3.396  0.437  0.377
O  2.549  2.836  1.049  -0.671
H  -2.285  -2.020  -1.540  0.212
H  -3.136  -1.706  -2.697  0.346
O  -2.617  -2.447  -2.341  -0.685
H  2.642  -2.486  0.642  0.426
H  1.606  -2.057  1.562  0.232
O  2.225  -2.787  1.459  -0.754
H  -1.190  -3.267  -3.543  0.344
H  0.043  -2.921  -2.849  0.380
O  -0.361  -3.677  -3.294  -0.668

(5)
Molecular formula: C43H44As2N4O3RuS2
Method: DFT, wB97M-V/def2-TZVPD

Properties
Spin multiplicity = 2
Gap between HOMO and LUMO (spin up / spin down) = 6.28 / 6.31 eV
Net charge = +1

Each line ends with the Mulliken charge.
CARTESIAN COORDINATES (ANGSTROEM)
Ru  0.159  -0.197  0.190  0.230
C  -5.773  -0.746  0.554  -0.758
C  -4.911  0.110  1.481  -0.657
N  -4.071  1.029  0.754  -0.108
C  -2.819  0.754  0.348  0.136
S  -2.130  -0.839  0.655  -0.223
N  -2.111  1.670  -0.240  -1.549
N  -0.873  1.411  -0.574  2.296
C  -0.057  2.423  -0.983  0.407
C  -0.575  3.816  -1.104  -2.118
C  1.276  2.083  -1.216  0.716
C  2.265  3.004  -1.665  -1.144
C  3.574  2.628  -1.719  -0.563
C  3.934  1.312  -1.368  -0.982
C  2.932  0.451  -0.974  -0.328
N  1.656  0.792  -0.906  0.819
H  -6.363  -1.449  1.137  0.387
H  -5.141  -1.307  -0.133  0.066
H  -6.449  -0.109  -0.009  0.327
H  -4.253  -0.524  2.083  0.268
H  -5.550  0.699  2.146  0.424
H  -4.461  1.907  0.446  0.276
H  -1.581  3.867  -0.699  0.395
H  -0.592  4.117  -2.150  0.366
H  0.069  4.499  -0.551  0.457
H  1.954  3.999  -1.940  0.574
H  4.334  3.327  -2.033  0.457
H  4.957  0.979  -1.415  0.535
H  3.171  -0.575  -0.708  0.057
C  0.300  -3.229  -1.832  -2.003
C  1.614  -3.082  -1.077  -1.051
As  1.266  -2.286  0.735  2.087
C  0.173  -3.747  1.447  0.229
C  -0.930  -3.485  2.249  -0.501
C  -1.715  -4.525  2.722  -0.872
C  -1.404  -5.833  2.398  -0.579
C  -0.285  -6.107  1.628  -0.772
C  0.503  -5.072  1.161  -0.316
C  2.960  -2.805  1.568  0.781
C  4.172  -2.704  0.896  -0.312
C  5.341  -3.156  1.484  -0.845
C  5.311  -3.725  2.744  -0.536
C  4.109  -3.821  3.425  -0.770
C  2.941  -3.350  2.848  -0.553
As  -0.466  -1.457  -2.300  1.519
C  -2.310  -1.999  -2.709  0.108
C  -2.608  -3.275  -3.176  -0.539
C  -3.903  -3.591  -3.550  -0.750
C  -4.907  -2.640  -3.462  -0.644
C  -4.614  -1.365  -3.006  -0.767
C  -3.319  -1.043  -2.634  -0.209
C  0.086  -1.392  -4.207  0.698
C  -0.776  -0.830  -5.147  -0.560
C  -0.441  -0.828  -6.489  -0.728
C  0.768  -1.364  -6.902  -0.487
C  1.645  -1.893  -5.970  -0.797
C  1.312  -1.896  -4.627  -0.317
H  -0.434  -3.760  -1.208  0.739
H  0.451  -3.797  -2.759  0.919
H  2.286  -2.414  -1.632  0.673
H  2.125  -4.049  -0.976  0.528
H  -1.159  -2.462  2.520  0.409
H  -2.570  -4.310  3.343  0.476
H  -2.023  -6.642  2.755  0.407
H  -0.024  -7.128  1.390  0.439
H  1.392  -5.292  0.578  0.337
H  4.219  -2.278  -0.100  0.187
H  6.275  -3.066  0.951  0.434
H  6.221  -4.095  3.192  0.404
H  4.082  -4.267  4.408  0.436
H  2.001  -3.410  3.386  0.449
H  -1.821  -4.014  -3.256  0.340
H  -4.125  -4.579  -3.928  0.441
H  -5.918  -2.886  -3.752  0.414
H  -5.393  -0.621  -2.961  0.503
H  -3.075  -0.045  -2.274  0.409
H  -1.723  -0.414  -4.814  0.381
H  -1.123  -0.411  -7.214  0.422
H  1.027  -1.370  -7.949  0.399
H  2.590  -2.307  -6.289  0.435
H  2.008  -2.305  -3.904  0.258
C  0.864  4.057  7.484  -1.498
C  0.915  3.175  6.279  0.938
C  -0.124  3.197  5.350  -0.901
C  -0.094  2.354  4.257  -0.530
C  0.980  1.499  4.088  -0.497
C  2.010  1.442  5.001  -0.327
C  1.970  2.287  6.096  -0.814
S  0.976  0.625  2.552  1.319
O  2.239  -0.031  2.249  -0.750
O  -0.105  -0.378  2.616  -0.478
O  0.649  1.676  1.581  -0.408
H  0.359  4.993  7.265  0.383
H  1.863  4.265  7.860  0.379
H  0.305  3.551  8.272  0.295
H  -0.951  3.876  5.489  0.392
H  -0.880  2.350  3.518  0.458
H  2.817  0.746  4.836  0.547
H  2.771  2.255  6.821  0.376

(6)
Molecular formula: C16H17ClF10N3OSSbTi
Method: DFT, wB97M-V/def2-TZVPD

Properties
Gap between HOMO and LUMO = 6.51 eV
Net charge = -2

Each line ends with the Mulliken charge.
CARTESIAN COORDINATES (ANGSTROEM)
Ti  -0.967  1.400  -1.049  0.596
C  1.245  -1.846  2.332  -1.041
N  -0.110  -1.694  1.864  0.801
C  -0.920  -2.823  2.262  -1.349
C  -0.748  -0.454  2.299  -1.087
C  0.096  0.804  2.145  -1.540
N  0.490  1.059  0.771  0.855
C  1.690  1.628  0.607  0.195
C  2.371  1.411  -0.627  0.420
F  1.725  0.629  -1.521  -0.353
C  3.619  1.887  -0.911  0.206
F  4.187  1.582  -2.101  -0.336
C  4.342  2.641  0.009  -0.749
C  3.709  2.879  1.212  0.234
F  4.342  3.645  2.140  -0.353
C  2.448  2.409  1.518  0.087
F  1.911  2.815  2.697  -0.371
H  1.323  -1.806  3.438  0.299
H  1.885  -1.070  1.914  0.147
H  1.628  -2.815  2.006  0.344
H  -0.986  -2.921  3.365  0.411
H  -0.494  -3.748  1.865  0.310
H  -1.933  -2.712  1.872  0.298
H  -1.000  -0.531  3.379  0.361
H  -1.690  -0.364  1.755  0.305
H  0.983  0.676  2.776  0.667
H  -0.471  1.620  2.596  0.348
H  5.319  3.038  -0.215  0.465
O  -1.104  -0.427  -0.873  -0.028
N  -1.158  -1.727  -1.095  0.286
C  0.028  -2.297  -1.435  -0.158
C  0.125  -3.625  -1.708  -1.106
C  -1.063  -4.386  -1.607  -0.010
C  -2.229  -3.795  -1.227  -0.750
C  -2.340  -2.400  -0.909  0.213
S  -3.727  -1.677  -0.344  -0.364
H  0.841  -1.588  -1.459  0.539
H  1.075  -4.050  -1.989  0.409
H  -1.046  -5.448  -1.821  0.332
H  -3.148  -4.355  -1.117  0.383
F  -0.359  1.438  -2.938  -0.615
Sb  -1.574  3.176  -4.062  1.647
F  -2.233  1.675  -5.047  -0.579
F  -2.579  1.619  -1.989  -0.577
F  -2.821  4.319  -5.119  -0.628
F  -0.162  3.045  -1.023  -0.490
F  -0.129  3.445  -5.334  -0.604
Cl  -1.968  3.391  1.687  -0.315
C  -2.393  2.193  0.375  -0.491
H  -3.097  2.750  -0.234  0.408
H  -2.933  1.385  0.872  0.327

(7)
Molecular formula: C15H23ClHfN2S
Method: DFT, wB97M-V/def2-TZVPD

Properties
Gap between HOMO and LUMO = 6.78 eV
Net charge = +2

Each line ends with the Mulliken charge.
CARTESIAN COORDINATES (ANGSTROEM)
C  0.234  0.721  -4.535  0.925
C  1.616  1.230  -4.514  -1.063
C  -0.005  -0.697  -4.830  -1.133
C  -0.885  1.677  -4.574  -1.063
Cl  0.051  0.686  -1.470  -0.426
H  0.006  -0.737  -5.938  0.389
H  -0.956  -1.094  -4.436  0.327
H  0.756  -1.378  -4.410  0.353
H  1.841  1.449  -5.579  0.414
H  2.351  0.516  -4.100  0.338
H  1.756  2.132  -3.890  0.320
H  -0.993  1.958  -5.642  0.418
H  -0.725  2.576  -3.953  0.336
H  -1.836  1.272  -4.186  0.347
C  1.830  -1.411  2.119  -0.534
C  0.920  -2.173  1.334  -0.344
C  1.061  -1.769  -0.027  -0.540
H  0.378  -3.052  1.668  0.546
C  2.111  -0.777  -0.075  -0.560
C  2.560  -0.556  1.261  -0.653
H  3.352  0.122  1.552  0.467
H  2.058  -1.580  3.165  0.708
H  0.489  -2.153  -0.876  0.538
H  2.492  -0.234  -0.938  0.557
C  -2.240  1.084  1.682  -0.618
C  -2.118  -0.107  2.444  -0.422
C  -1.911  -1.201  1.552  -0.394
H  -2.306  -0.185  3.514  0.621
C  -1.929  -0.697  0.221  -0.571
C  -2.145  0.730  0.302  -0.623
H  -2.251  1.431  -0.525  0.602
H  -2.438  2.090  2.062  0.423
H  -1.920  -2.251  1.817  0.558
H  -1.874  -1.277  -0.702  0.597
Hf  0.143  0.208  0.850  0.607
N  -0.094  -0.694  4.662  -0.306
C  0.190  0.602  4.556  0.929
N  0.129  1.309  5.706  -0.461
S  0.673  1.430  3.126  -0.403
H  -0.506  -1.097  5.497  0.247
H  0.060  -1.342  3.900  0.103
H  0.328  2.298  5.628  0.223
H  -0.251  0.945  6.583  0.222